Record 1
ORCA calculation (the ωB97M-V functional and the def2-TZVPD basis) on a structure of composition C3H8N3 in a non-equilibrium geometry.

Output
Energy above the lowest of the compared OMol25 structures with the same formula, charge and spin ... 3.7185 eV
Lowest unoccupied orbital energy ... -3.760 eV
Orbital gap ... 8.74 eV
Total charge ... +1

Element x y z (Å)
N: -1.913 0.101 -0.494
N: 1.344 0.999 -0.013
N: 2.386 0.032 -0.176
C: -1.056 -0.064 0.724
C: 0.484 -0.092 0.264
C: 1.442 -0.989 -0.079
H: 1.529 1.712 0.686
H: -1.738 -0.673 -1.149
H: -1.283 -1.004 1.218
H: 3.025 0.141 -0.953
H: -2.913 0.117 -0.251
H: -1.666 0.981 -0.970
H: -1.212 0.779 1.392
H: 1.572 -2.040 -0.199

Forces on the atoms, in the same order (eV/Å):
-0.31 0.08 -0.18
-0.13 0.70 -0.54
0.45 -0.03 0.34
3.77 -0.13 -0.47
-3.07 -0.39 0.66
-0.30 0.24 0.46
0.13 -0.25 0.19
-0.05 0.27 0.14
-0.21 0.05 -0.08
-0.20 0.08 -0.17
0.21 0.04 -0.18
-0.11 -0.32 0.06
-0.23 -0.02 -0.05
0.05 -0.33 -0.16

Results of the Mulliken charge analysis, in e, for atoms 1 through 2:
1. N -0.315
2. N -0.307

Record 2
ORCA calculation (the ωB97M-V functional and the def2-TZVPD basis) on a structure of composition C9H22BFNO3PSiZr in a non-equilibrium geometry.

Output
Lowest unoccupied orbital energy ... -19.500 eV
Orbital gap ... 3.44 eV
Total charge ... +4

Element x y z (Å)
Zr: -1.928 -0.115 2.803
P: 0.690 -0.695 -1.719
Si: -0.270 0.985 -0.436
F: 1.210 2.716 -1.970
O: 0.090 -1.317 2.197
O: 1.940 -0.152 2.535
O: -2.897 1.297 0.875
N: -0.153 -0.988 -3.088
C: 2.977 -2.397 0.504
C: -2.767 -1.796 -0.675
C: -0.054 2.576 -1.545
C: 0.489 1.209 1.304
C: -3.040 -0.315 -1.145
C: 1.317 -1.300 2.152
C: -0.599 3.823 -0.870
C: 1.962 0.830 1.511
C: 2.049 -2.541 1.735
B: -2.229 0.623 -0.222
H: 2.575 -2.928 2.611
H: 0.455 -0.807 -3.917
H: 3.866 -3.001 0.681
H: -0.075 0.647 2.056
H: -3.686 -2.167 -0.229
H: -0.657 2.379 -2.452
H: 0.330 2.271 1.522
H: -2.930 0.694 1.668
H: 3.301 -1.382 0.287
H: 1.304 -3.295 1.500
H: -2.472 -2.438 -1.498
H: 2.519 1.688 1.875
H: -1.990 -1.847 0.119
H: 2.453 0.557 0.574
H: -1.683 3.886 -0.965
H: -0.139 4.675 -1.389
H: 2.014 -0.314 -2.061
H: 2.513 -2.842 -0.390
H: -4.099 -0.079 -1.041
H: 0.722 -1.865 -0.887
H: -0.351 3.929 0.187
H: -2.759 -0.203 -2.197

Forces on the atoms, in the same order (eV/Å):
2.84 -1.25 1.42
1.74 -0.62 -2.15
-1.28 1.86 2.40
0.67 -0.13 0.28
-2.47 -0.19 0.21
0.72 -1.75 -0.54
2.33 -0.80 -0.15
0.44 -0.55 0.83
0.01 -0.15 0.24
-0.17 0.84 0.40
-0.10 1.01 -2.04
-0.17 0.88 -1.35
0.29 0.21 0.19
0.91 -0.16 0.52
-0.11 -0.50 0.83
-0.37 1.07 0.30
-0.13 0.30 -0.25
-1.51 -0.16 -0.37
0.31 0.24 0.10
-0.57 0.39 -0.27
0.13 0.09 -0.18
0.37 0.41 -0.06
-0.01 -0.30 -0.06
-0.12 -0.53 0.13
0.04 0.12 -0.15
-3.53 0.55 -1.16
0.19 0.04 0.10
-0.24 -0.04 0.24
0.03 -0.14 0.01
0.14 -0.12 0.33
0.08 -0.20 -0.10
0.10 -0.52 0.22
-0.05 -0.12 -0.10
0.13 -0.08 -0.11
-0.06 -0.13 0.42
0.00 0.06 0.10
-0.12 -0.06 -0.23
-0.49 0.27 0.01
0.15 0.20 0.03
-0.10 -0.05 -0.04

Results of the Mulliken charge analysis, in e, for atoms 1 through 2:
1. Zr 1.343
2. P 0.190

Record 3
ORCA calculation (the ωB97M-V functional and the def2-TZVPD basis) on a structure of composition C5H9NO in a non-equilibrium geometry.

Output
Energy above the lowest of the compared OMol25 structures with the same formula, charge and spin ... 3.1984 eV
Lowest unoccupied orbital energy ... 0.819 eV
Orbital gap ... 10.89 eV

Element x y z (Å)
O: -2.171 -0.346 -0.364
N: 0.906 -0.690 1.183
C: 0.589 -0.938 -0.866
C: 0.573 1.565 0.084
C: 1.295 -1.515 0.289
C: 0.137 0.064 0.209
C: -1.375 0.174 0.647
H: -1.591 -0.417 1.545
H: 0.242 2.046 1.074
H: 0.034 2.037 -0.686
H: -1.564 -0.591 -1.169
H: 1.584 1.762 -0.005
H: -1.619 1.192 0.836
H: -0.203 -1.532 -1.350
H: 1.108 -0.504 -1.743
H: 2.055 -2.308 0.315

Forces on the atoms, in the same order (eV/Å):
0.38 -0.96 -3.33
1.14 -0.66 0.97
-1.07 0.61 -2.14
-1.70 -1.18 2.91
1.13 -0.31 -0.14
-1.26 2.57 0.89
1.24 -1.73 -0.49
0.42 0.14 0.07
0.56 -0.55 -1.41
-0.75 0.58 -1.09
-2.07 0.88 2.43
2.19 0.02 -0.40
-0.29 0.89 0.12
0.27 -0.31 0.43
0.33 -0.16 0.70
-0.52 0.16 0.48

Results of the Mulliken charge analysis, in e, for atoms 1 through 2:
1. O -0.530
2. N -0.754

Record 4
ORCA calculation (the ωB97M-V functional and the def2-TZVPD basis) on an isolated molecule of C8H10O in a non-equilibrium geometry.

Output
Energy above the lowest of the compared OMol25 structures with the same formula, charge and spin ... 5.8646 eV
Lowest unoccupied orbital energy ... -0.275 eV
Orbital gap ... 9.55 eV

Element x y z (Å)
O: 3.410 0.956 0.430
C: 1.357 -1.839 0.168
C: -0.050 0.172 0.073
C: 1.119 0.900 -0.469
C: -0.950 0.517 1.228
C: -1.449 0.504 -0.217
C: -2.509 -0.563 -0.529
C: 2.470 -1.122 0.033
C: 2.424 0.334 0.067
H: -2.036 -1.545 -0.195
H: -3.484 -0.426 0.082
H: 1.193 1.967 -0.257
H: 1.116 0.743 -1.533
H: -0.752 1.586 1.728
H: 3.474 -1.702 -0.129
H: -1.466 -0.206 1.919
H: 0.248 -0.917 -0.080
H: -1.658 1.409 -0.699
H: -2.456 -0.766 -1.619

Forces on the atoms, in the same order (eV/Å):
-1.40 -0.05 -0.44
1.62 -0.43 -0.18
0.43 -0.75 0.33
0.72 1.37 1.02
-0.01 2.60 1.14
-1.45 -1.33 1.06
1.53 -1.65 0.92
0.12 -2.75 -0.32
1.68 0.85 -0.03
-0.81 0.98 0.16
1.42 -0.09 -1.75
-0.45 0.05 -0.06
0.18 0.07 -0.61
-0.46 -2.56 -1.13
-1.97 1.21 0.64
1.10 0.56 -0.91
-1.03 -0.14 0.23
0.04 1.49 -0.54
-1.27 0.58 0.47

Results of the Mulliken charge analysis, in e, for atoms 1 through 2:
1. O -0.559
2. C -0.912

Record 5
ORCA calculation (the ωB97M-V functional and the def2-TZVPD basis) on an isolated molecule of C6H8O2 in a non-equilibrium geometry.

Output
Energy above the lowest of the compared OMol25 structures with the same formula, charge and spin ... 2.0504 eV
Lowest unoccupied orbital energy ... 0.766 eV
SMILES string ... C=C/C=C(\C)C(=O)O
Orbital gap ... 10.17 eV

Element x y z (Å)
O: 0.985 2.723 -0.893
O: -1.230 2.491 -0.871
C: -0.842 -0.039 0.408
C: 0.278 0.419 -0.071
C: -0.647 -1.566 0.816
C: -1.535 -2.492 0.456
C: -0.141 2.006 -0.637
C: 1.725 0.103 -0.069
H: -1.551 -3.468 0.935
H: 2.225 0.545 0.798
H: 2.191 0.518 -0.969
H: 1.928 -0.969 -0.094
H: 0.132 -1.806 1.533
H: 0.666 3.566 -1.278
H: -1.863 0.258 0.199
H: -2.323 -2.288 -0.262

Forces on the atoms, in the same order (eV/Å):
-0.38 0.08 -0.04
1.08 -1.30 0.70
0.75 -5.90 0.14
-1.30 6.37 -1.41
-1.83 1.70 0.33
0.16 0.09 0.36
0.79 -1.12 -0.30
0.23 -0.36 -0.28
0.29 -0.06 -0.42
-0.07 -0.03 -0.09
-0.11 0.04 0.23
-0.18 0.01 0.19
0.00 0.10 -0.08
0.23 -0.35 0.24
0.36 0.62 0.22
-0.04 0.10 0.19

Results of the Mulliken charge analysis, in e, for atoms 1 through 2:
1. O -0.435
2. O -0.578

Record 6
ORCA calculation (the ωB97M-V functional and the def2-TZVPD basis) on a cluster of 2 separate species, C3H6O2 in total in a non-equilibrium geometry.

Output
Energy above the lowest of the compared OMol25 structures with the same formula, charge and spin ... 0.7859 eV
Lowest unoccupied orbital energy (spin up / spin down) ... 4.289 / 4.273 eV
<S²> ... 0.75
Spin multiplicity ... 2
Orbital gap (spin up / spin down) ... 4.98 / 7.69 eV
Total charge ... -1

Element x y z (Å)
O: -0.378 0.109 0.128
O: 2.335 0.692 0.129
C: -2.029 -0.807 -1.209
C: 2.224 0.339 1.377
C: -1.244 0.204 -0.824
H: -1.965 -1.771 -0.730
H: 0.475 0.418 0.560
H: -2.636 -0.682 -2.094
H: -1.442 1.210 -1.211
H: 2.111 -0.711 1.683
H: 2.550 1.000 2.191

Forces on the atoms, in the same order (eV/Å):
-0.12 -1.50 1.90
0.14 -0.03 0.06
0.00 -0.04 -0.42
-0.28 0.18 0.12
-0.12 1.02 -0.13
0.14 -0.19 -0.08
0.09 0.65 -1.11
-0.31 0.05 0.18
0.33 -0.11 -0.40
0.07 -0.20 -0.14
0.08 0.16 0.02

Results of the Mulliken charge analysis, in e, for atoms 1 through 2:
1. O -0.519
2. O -0.716

Number 1: electronic energy -283.02711 hartree. Number 2: electronic energy -1437.06669 hartree. Number 3: electronic energy -325.82002 hartree. Number 4: electronic energy -385.85828 hartree. Number 5: electronic energy -383.83476 hartree. Number 6: electronic energy -268.28851 hartree.